[1]
{"formula": "C8H12AsCuF6N2O2", "method": "wB97M-V/def2-TZVPD", "total_charge": -2, "gap_ev": 5.69, "de_lowest_kcal_mol": 26.0, "e_lumo_ev": 5.09, "elements": ["As", "Cu", "F", "F", "F", "F", "F", "F", "O", "O", "N", "N", "C", "C", "C", "C", "C", "C", "C", "C", "H", "H", "H", "H", "H", "H", "H", "H", "H", "H", "H", "H"], "coordinates": [[0.021128, 3.397475, 2.278173], [-0.867176, -0.327671, 1.278112], [-0.286751, 1.641435, 2.071942], [0.198539, 3.141250, 4.063780], [-1.747587, 3.608159, 2.696302], [1.639627, 3.053458, 1.791347], [0.301608, 5.182314, 2.471369], [-0.430840, 3.643639, 0.542452], [0.098209, -2.126672, 2.147217], [-2.995769, -0.805591, 2.558688], [-0.332392, -0.245234, -1.966803], [1.502425, -2.103767, -0.251369], [-1.709102, 1.057690, -0.768228], [-2.269730, -0.212540, -0.914348], [2.789498, -1.066621, -1.803372], [-0.516651, 1.027276, -1.419047], [2.249128, -0.965613, -0.515952], [-1.481153, -1.007968, -1.712261], [1.537343, -2.873493, -1.391064], [2.272950, -2.239830, -2.357960], [0.021057, -3.068836, 1.900436], [0.859564, -2.172275, 0.524609], [2.265295, -0.236542, 0.280651], [-3.613129, -0.065344, 2.399208], [2.487333, -2.631296, -3.341425], [-3.148159, -0.602011, -0.421330], [-2.216410, 1.824401, -0.201493], [0.291807, 1.733014, -1.540427], [3.421439, -0.319390, -2.260216], [0.465734, -0.570026, -2.493678], [0.840088, -3.692864, -1.485309], [-1.647920, -1.976528, -2.160003]], "forces_ev_per_a": [[-3.3021, -0.0098, 0.6354], [-1.0790, -1.4864, 1.2157], [0.2472, 1.2422, 0.2664], [0.7341, 0.3875, -1.9990], [1.8349, 0.0923, -0.7436], [0.1121, 0.5903, 0.5503], [0.0109, -1.9459, -0.2197], [0.5608, 0.0231, 1.4917], [0.4214, 0.0939, -1.2102], [0.1542, 0.6682, -0.8826], [-1.7876, 0.3319, -0.2331], [1.9141, 0.9917, -3.2319], [-0.3300, 0.2869, 0.7600], [-1.2206, -2.0257, -0.2134], [-0.2795, 1.1983, 1.4810], [1.6421, -0.9395, -0.8853], [-0.3292, -1.2333, 0.2998], [1.3297, 1.3396, 0.0558], [-1.2567, 0.1762, 0.7710], [0.4248, -0.8671, -0.5515], [-0.4197, 0.7199, 0.2763], [-0.7171, -0.0399, 1.7879], [0.3221, 0.2414, -0.2640], [0.4112, -0.3526, 0.1332], [-0.0610, -0.0183, -0.0225], [-0.1942, 0.3046, -0.0061], [0.5615, 0.2546, -0.0750], [-0.2357, 0.1479, 0.2321], [0.0030, -0.1004, -0.0496], [-0.0018, 0.1635, 0.2434], [0.2952, -0.2269, 0.0348], [0.2350, -0.0079, 0.3525]], "mulliken_charge": [1.99, 0.51, -0.34, -0.50, -0.51, -0.46, -0.54, -0.50, -1.00, -1.00, 0.08, 0.36, -0.37, -0.46, -0.63, -0.54, -0.44, -0.52, -0.64, -0.54, 0.09, 0.30, 0.50, 0.13, 0.39, 0.27, 0.49, 0.43, 0.36, 0.30, 0.41, 0.39]}

[2]
{"formula": "C22H26IN4OY", "method": "wB97M-V/def2-TZVPD", "total_charge": -2, "gap_ev": [1.57, 3.32], "e_lumo_ev": [4.08, 4.49], "elements": ["I", "Y", "O", "N", "N", "N", "N", "C", "C", "C", "C", "C", "C", "C", "C", "C", "C", "C", "C", "C", "C", "C", "C", "C", "C", "C", "C", "C", "C", "H", "H", "H", "H", "H", "H", "H", "H", "H", "H", "H", "H", "H", "H", "H", "H", "H", "H", "H", "H", "H", "H", "H", "H", "H", "H"], "coordinates": [[-4.360811, -1.938607, 0.672450], [-2.001099, -0.922651, -0.064037], [-2.703672, 0.817422, -1.444275], [-1.408858, 1.412973, 2.306575], [0.283435, -0.527362, -2.830696], [0.392706, 1.587409, -2.214033], [-1.637098, -0.678271, 2.781174], [3.026203, 1.401931, 1.979340], [0.362977, 2.886065, -1.493104], [3.337699, -2.248139, 1.257430], [-1.623270, 0.202939, 1.748387], [-2.931312, -0.388274, -3.869170], [-1.423812, -0.049201, 3.973177], [3.523027, 0.114840, 1.948054], [2.821136, -0.932243, 1.323602], [-0.351248, -1.678935, -3.396528], [-1.898527, 0.450265, -2.380354], [-1.970545, -2.129651, 2.751691], [-1.270342, 2.733679, 1.645765], [2.593603, -3.262050, 0.666733], [1.500806, -0.677868, 0.748602], [1.276114, -2.977142, 0.166545], [-1.275209, 1.267977, 3.665542], [1.104356, 0.687874, 0.700036], [1.835043, 1.702843, 1.300695], [1.416736, 1.349924, -3.091885], [0.674072, -1.749598, 0.289263], [1.303016, 0.075956, -3.513882], [-0.444689, 0.446795, -2.146051], [-3.975778, -0.045915, -4.058111], [0.741710, -3.798621, -0.307283], [-0.946694, -2.053310, -2.565924], [-2.283892, -2.437759, 1.704795], [1.751076, -0.430519, -4.315083], [0.697970, 3.661952, -2.214311], [-1.033376, -1.352679, -4.207104], [-0.196153, 3.023592, 1.607347], [1.513577, 2.751859, 1.236389], [-1.076935, -2.706240, 3.007045], [0.212411, 0.947883, 0.089545], [-0.648105, 3.125207, -1.084265], [-1.104427, 2.108708, 4.343830], [-2.864246, -1.459909, -3.690941], [-2.814005, -2.264391, 3.484063], [-1.507468, -0.571075, 4.883848], [-1.850510, 3.478807, 2.235122], [1.133336, 2.876700, -0.687016], [4.474950, -0.124751, 2.419052], [2.145354, 2.070553, -3.386731], [0.392848, -2.412165, -3.686491], [3.014487, -4.266129, 0.592750], [3.533067, 2.206657, 2.508977], [-1.680014, 2.641352, 0.604673], [4.325920, -2.413488, 1.675651], [-2.105540, 0.464781, -3.670874]], "forces_ev_per_a": [[-3.3365, -0.9876, 0.0342], [2.5629, 1.1151, -6.2372], [-1.5923, 0.7261, 2.5886], [0.1814, 0.2815, 0.5799], [1.2519, -0.4922, -0.7195], [0.5346, 2.5630, 1.0234], [-0.0191, -0.4079, 0.0240], [0.2259, -0.2990, 0.0629], [0.1406, -1.0762, -0.4681], [-0.5049, -0.6613, -0.2905], [0.0490, 1.3606, 2.2663], [0.1264, 0.4321, -0.4724], [-0.0675, 1.2450, -0.8624], [0.1658, 0.5746, 0.2308], [-1.3475, -0.0147, -0.6379], [-0.4272, 0.5345, 0.4161], [0.3957, -1.3301, 1.1300], [0.4251, 0.4403, -0.4690], [-0.3425, -0.5497, -0.4206], [0.1142, 1.0330, -0.0170], [1.3629, 0.0741, 0.9512], [0.8316, -0.4738, 0.5349], [0.1804, 0.3101, 1.1599], [-0.1843, 0.6484, -0.2447], [-0.2426, -0.4467, -0.2466], [0.3282, -0.8262, -0.8819], [-1.4489, 0.5843, -0.7020], [0.1966, 0.8597, 0.1671], [-2.5912, -0.7082, 0.7208], [0.8830, 0.2616, 1.0207], [-0.0603, -0.0778, 0.2139], [-0.2712, -0.6474, -0.2036], [0.4370, 0.0256, 2.0073], [0.9169, -0.4744, -0.7271], [-0.4986, -0.2290, 0.3205], [0.4908, -0.7366, 0.1118], [-1.0537, -0.2181, 0.0798], [0.3076, -0.6125, 0.0473], [-0.1610, 0.1585, 0.2087], [0.6519, -0.4258, 0.6161], [0.8559, -0.2814, -0.5413], [-0.1049, -0.3978, -0.4853], [0.2033, 0.3770, 0.0603], [0.5936, -0.2179, -0.8820], [0.1386, -0.3260, 0.8552], [0.3432, -0.5288, -0.4677], [-0.6740, 0.1570, -0.3788], [-0.0525, 0.0924, 0.0042], [0.2198, 0.4527, -0.0362], [0.1701, -0.1281, -0.1356], [-0.1109, 0.1648, -0.0209], [0.1580, -0.2165, -0.0901], [0.2928, 0.0642, 1.0577], [-0.0097, -0.2121, -0.0007], [-0.6344, -0.5322, -1.8545]], "mulliken_charge": [0.39, -0.26, -1.01, 0.52, 0.78, 0.32, 0.85, -1.46, -0.91, -0.88, -0.53, -1.11, -1.20, -0.83, 0.79, -1.46, -0.68, -1.11, -1.02, -0.52, 0.21, -0.98, -0.98, 1.27, -1.07, -0.55, 0.60, -1.02, 0.98, 0.16, 0.39, 0.33, 0.21, 0.54, 0.41, 0.60, 0.18, 0.33, 0.38, -0.12, 0.17, 0.46, 0.23, 0.16, 1.03, 0.54, 0.32, 0.31, 0.41, 0.41, 0.36, 0.36, 0.15, 0.30, 0.27]}

[3]
{"formula": "C3H8S2", "method": "wB97M-V/def2-TZVPD", "gap_ev": 9.80, "smiles": "C=C.CSS", "de_lowest_kcal_mol": 30.1, "e_lumo_ev": 0.69, "elements": ["S", "S", "C", "C", "C", "H", "H", "H", "H", "H", "H", "H", "H"], "coordinates": [[-0.384529, 2.895655, -2.213357], [0.605911, 1.325139, -2.907955], [-0.939504, -1.025365, 2.445289], [0.103420, -1.417173, 1.733319], [0.914920, 0.299600, -1.506538], [-1.656964, 2.483339, -2.199310], [0.432126, -0.837694, 0.881034], [-0.019826, 0.023409, -1.031108], [1.583919, 0.754416, -0.776620], [1.450713, -0.562973, -1.905665], [-1.581433, -0.200675, 2.161648], [-1.258531, -1.479405, 3.377270], [0.749780, -2.258272, 1.941993]], "forces_ev_per_a": [[-0.2096, 1.2521, 0.6333], [0.3297, -0.4156, -1.3109], [-0.2911, -0.1021, 0.3655], [0.2542, 0.3794, -0.1861], [0.4060, -0.2438, 0.6487], [-0.1754, -0.2999, -0.1115], [-0.2313, -0.0564, -0.1547], [0.0015, -0.2628, -0.0005], [-0.1088, 0.2179, 0.0064], [-0.2558, -0.2025, 0.0439], [0.2834, 0.1979, -0.2197], [0.1679, -0.3699, -0.1380], [-0.1708, -0.0942, 0.4235]], "mulliken_charge": [-0.22, -0.03, -0.44, -0.12, -0.84, 0.14, -0.10, 0.26, 0.35, 0.30, 0.22, 0.23, 0.24]}

[4]
{"formula": "C25H20BrCl5N4O2ReSSe", "method": "wB97M-V/def2-TZVPD", "gap_ev": [6.77, 7.03], "s_squared": 0.7587, "spin_multiplicity": 2, "de_lowest_kcal_mol": 0.0, "e_lumo_ev": [-1.33, -1.33], "elements": ["Re", "Br", "Se", "Cl", "Cl", "Cl", "Cl", "Cl", "S", "O", "O", "N", "N", "N", "N", "C", "C", "C", "C", "C", "C", "C", "C", "C", "C", "C", "C", "C", "C", "C", "C", "C", "C", "C", "C", "C", "C", "C", "C", "C", "H", "H", "H", "H", "H", "H", "H", "H", "H", "H", "H", "H", "H", "H", "H", "H", "H", "H", "H", "H"], "coordinates": [[-0.548614, -1.089601, -1.224955], [-3.005395, -1.060691, -0.993149], [0.069335, -3.079620, -2.313192], [1.863414, -2.120803, 3.524400], [5.043438, 0.548552, 0.046530], [2.733590, 0.531961, -2.055533], [4.626159, -0.763091, 2.843403], [-0.405115, -2.100722, 1.240225], [-0.839016, 0.097316, -4.418748], [-0.795584, -1.305121, -4.697061], [-2.018060, 0.864211, -4.680356], [3.803429, 2.686045, -6.990838], [-0.484096, 0.211103, -2.790825], [-0.639110, 2.612137, -2.587971], [-0.714650, 1.062725, -0.787260], [1.436638, -4.745198, -0.390665], [-0.754374, 3.575730, -1.679607], [0.181743, -4.433992, -0.928269], [0.526395, 0.873339, -5.186644], [1.154931, -1.359362, 1.038205], [-0.814037, 2.033050, 0.108157], [0.471090, -7.284424, 2.276626], [1.492850, 2.759507, -6.293450], [3.358544, -0.774547, 1.685905], [2.503424, -0.201580, -0.509222], [2.138740, -1.374494, 2.004734], [2.829134, 0.802169, -5.838148], [-0.974893, -5.062221, -0.458010], [1.737207, 0.192711, -5.256351], [1.289262, -0.802442, -0.220317], [0.400130, 2.154305, -5.703696], [2.697521, -4.096244, -0.905101], [3.538866, -0.188991, 0.430315], [1.512814, -5.661626, 0.649677], [-0.627580, 1.381678, -2.099251], [0.379018, -6.283685, 1.155425], [-0.845321, 3.348721, -0.310858], [2.720914, 2.095527, -6.363202], [-2.356411, -4.804118, -1.006488], [-0.846720, -5.977917, 0.582998], [1.471796, -7.305819, 2.706589], [4.711016, 2.320234, -6.759260], [-0.550748, 2.663577, -5.630656], [2.694091, -4.032358, -1.993913], [-0.768427, 4.588580, -2.067797], [-0.876845, 1.739683, 1.148907], [1.811069, -0.812119, -4.859705], [-2.342909, -4.210154, -1.915799], [-0.237385, -7.045803, 3.071078], [2.802468, -3.075476, -0.524803], [-1.741426, -6.468300, 0.955060], [-2.966276, -4.269464, -0.276316], [3.775040, 0.277243, -5.902464], [1.400841, 3.756347, -6.708600], [3.780297, 3.687413, -7.081152], [0.236737, -8.288976, 1.919086], [3.576837, -4.660366, -0.595921], [-0.935790, 4.165697, 0.388355], [-2.852477, -5.751234, -1.224251], [2.484087, -5.896402, 1.072829]], "forces_ev_per_a": [[-0.2760, 0.0143, -0.3035], [0.2096, 0.0038, 0.1195], [-0.2160, 0.0403, 0.0394], [-0.0094, -0.0033, -0.0039], [0.0011, -0.0018, 0.0046], [0.0093, -0.0028, 0.0010], [0.0107, -0.0013, 0.0103], [-0.1595, -0.1051, 0.1355], [0.0908, 0.0895, 0.0639], [0.0325, -0.0955, 0.0300], [0.0258, -0.0089, -0.0119], [-0.0400, -0.0238, 0.0107], [-0.1834, -0.1544, 0.0362], [-0.0103, -0.0694, 0.0005], [0.1687, -0.0679, -0.0519], [0.0170, 0.1026, -0.1105], [0.0040, -0.0064, -0.0512], [0.2251, 0.0432, 0.0431], [-0.0086, -0.0375, -0.0066], [0.1203, -0.0257, -0.1545], [-0.0038, 0.0087, -0.0454], [-0.0027, 0.0274, -0.0311], [-0.0111, 0.0279, -0.0067], [-0.0482, -0.0187, -0.0098], [0.0366, 0.0528, 0.0012], [0.0563, -0.0459, 0.0376], [0.0129, -0.0226, 0.0030], [-0.0102, -0.0394, -0.0074], [-0.0199, 0.0261, -0.0471], [-0.1853, 0.0259, 0.1679], [0.0458, 0.0003, 0.0324], [-0.0333, 0.0133, 0.0528], [-0.0242, 0.0070, -0.0280], [0.0109, -0.0252, 0.0312], [0.0379, 0.2535, 0.0217], [0.0103, -0.0223, 0.0423], [-0.0063, 0.0432, 0.0239], [0.0144, 0.0229, -0.0119], [0.0917, -0.0146, 0.0091], [-0.0046, 0.0125, -0.0219], [-0.0030, 0.0031, 0.0001], [0.0143, 0.0059, 0.0011], [0.0111, -0.0057, -0.0048], [0.0356, -0.0136, 0.0028], [-0.0013, -0.0079, 0.0123], [0.0032, 0.0063, -0.0009], [0.0098, 0.0077, -0.0064], [-0.0165, 0.0233, -0.0416], [0.0056, -0.0097, 0.0039], [-0.0059, -0.0345, -0.0349], [-0.0023, 0.0047, -0.0101], [-0.0087, 0.0272, -0.0030], [-0.0121, -0.0018, 0.0046], [0.0024, -0.0118, 0.0036], [0.0051, 0.0019, 0.0021], [0.0028, -0.0006, 0.0091], [-0.0096, -0.0068, 0.0180], [-0.0009, -0.0214, 0.0088], [-0.0042, 0.0120, 0.0226], [-0.0040, -0.0011, -0.0015]], "mulliken_charge": [0.57, -0.46, -0.12, -0.19, -0.18, -0.09, -0.19, -0.08, 1.14, -0.73, -0.73, -0.55, 0.36, -0.35, 0.16, 0.84, -0.21, 0.13, -0.17, 0.77, -0.13, -1.55, -0.75, 0.68, 0.44, -0.32, -0.75, 0.91, -0.57, -1.10, -0.28, -1.74, -0.11, -0.85, 0.27, 0.74, -0.83, 1.04, -1.83, -0.61, 0.36, 0.22, 0.49, 0.37, 0.43, 0.51, 0.52, 0.30, 0.36, 0.28, 0.45, 0.30, 0.33, 0.30, 0.21, 0.33, 0.48, 0.40, 0.45, 0.31]}